Model i:
The ion C6H14NO with charge -1. Source: the Open Molecules 2025 dataset; level of theory: ωB97M-V with the def2-TZVPD basis set.

Geometry as ORCA input:
```
! RIJCOSX wB97M-V def2-TZVPD def2/J DEFGRID3
* xyz -1 1
C -1.802 0.109 1.677
N -1.653 -0.061 0.252
C -0.305 -0.493 -0.078
C 0.608 0.547 -0.504
C 1.443 1.279 0.695
C 2.196 2.465 0.284
C -0.554 -1.564 -1.445
O 0.004 -2.658 -1.165
H -1.732 -0.880 2.134
H -0.805 0.667 2.285
H -2.585 0.794 1.835
H -2.327 -0.814 0.202
H 0.366 -1.142 0.603
H 0.122 1.324 -1.211
H 1.445 0.094 -1.042
H 0.506 1.479 1.340
H 2.050 0.599 1.192
H 2.764 3.109 1.044
H 1.472 3.111 -0.145
H 2.869 2.246 -0.499
H -0.379 -1.192 -2.529
H -1.745 -1.760 -1.416
*
```

Calculated values
HOMO level (Eh): -0.0796
Kohn-Sham gap (eV): 5.898
LUMO energy (hartree): 0.137
SMILES: CCC[C@H](C[O-])NC

---

Model ii:
The ion C6H14NO with charge -1. Source: the Open Molecules 2025 dataset; level of theory: ωB97M-V with the def2-TZVPD basis set.

Geometry as ORCA input:
```
! RIJCOSX wB97M-V def2-TZVPD def2/J DEFGRID3
* xyz -1 1
C -1.838 1.806 0.141
N -1.087 0.706 0.710
C -0.421 -0.135 -0.394
C 0.628 -1.058 0.459
C -0.145 -1.950 1.430
C 1.642 -0.146 1.164
C 0.317 0.699 -1.501
O 0.961 -0.122 -2.328
H -1.268 2.502 -0.477
H -2.562 2.206 0.929
H -2.560 1.363 -0.537
H -0.239 1.135 1.245
H -1.068 -0.945 -0.803
H 1.128 -1.762 -0.260
H -1.120 -2.298 0.923
H -0.468 -1.539 2.296
H 0.464 -2.760 1.837
H 2.475 -0.699 1.571
H 1.101 0.190 2.100
H 2.036 0.550 0.352
H 1.209 1.392 -1.123
H -0.310 1.398 -2.192
*
```

Calculated values
HOMO level (Eh): -0.0775
Kohn-Sham gap (eV): 5.991
LUMO energy (hartree): 0.143
SMILES: CN[C@@H](C[O-])C(C)C

---

From most stable to least stable, the computed energies give model ii, model i.

---

Model i:
A structure of composition C6H14NO. Source: the Open Molecules 2025 dataset; level of theory: ωB97M-V with the def2-TZVPD basis set.

Geometry as ORCA input:
```
! RIJCOSX wB97M-V def2-TZVPD def2/J DEFGRID3
* xyz -1 1
C 0.663 2.180 -0.204
N -0.549 2.428 -0.398
C -1.064 -0.844 -2.256
C -1.968 -1.266 -1.009
O -1.569 -2.451 -0.413
C 1.777 1.178 1.022
C 0.191 -0.555 1.939
C 1.477 -0.335 1.126
H 0.100 1.178 -0.312
H 1.481 2.874 -0.487
H -0.814 -1.805 -2.693
H -0.231 -0.220 -1.899
H -1.741 -0.288 -2.903
H -1.973 -0.515 -0.199
H -2.979 -1.409 -1.453
H 2.677 1.517 0.535
H 1.342 1.715 1.862
H -0.352 0.383 1.819
H -0.363 -1.377 1.518
H 0.434 -0.743 2.967
H 2.241 -1.086 1.372
H 1.218 -0.560 0.066
*
```

Calculated values
HOMO level (Eh): -0.0817
Kohn-Sham gap (eV): 5.466
LUMO energy (hartree): 0.119

---

Model ii:
A structure of composition C6H14NO. Source: the Open Molecules 2025 dataset; level of theory: ωB97M-V with the def2-TZVPD basis set.

Geometry as ORCA input:
```
! RIJCOSX wB97M-V def2-TZVPD def2/J DEFGRID3
* xyz -1 1
C -0.592 0.046 0.505
C -1.597 -0.361 -0.592
C -2.780 0.651 -0.684
O -3.522 0.519 0.441
C -0.148 -0.138 -0.930
N 2.568 0.559 -1.078
C 3.297 -0.174 -0.279
C 4.244 0.275 0.844
H -0.966 0.968 0.932
H -0.329 -0.723 1.217
H -5.816 -1.158 1.397
H -1.924 -1.389 -0.484
H -3.317 0.429 -1.648
H -2.305 1.662 -0.761
H 0.480 -0.984 -1.186
H 0.049 0.780 -1.473
H -6.286 -1.481 0.925
H 2.133 0.555 -0.012
H 3.342 -1.274 -0.384
H 4.082 1.353 0.952
H 5.305 0.217 0.560
H 4.082 -0.330 1.739
*
```

Calculated values
HOMO level (Eh): -0.0804
Kohn-Sham gap (eV): 5.198
LUMO energy (hartree): 0.111

---

Model iii:
A structure of composition C6H14NO. Source: the Open Molecules 2025 dataset; level of theory: ωB97M-V with the def2-TZVPD basis set.

Geometry as ORCA input:
```
! RIJCOSX wB97M-V def2-TZVPD def2/J DEFGRID3
* xyz -1 1
C 2.318 -0.276 -0.781
C 3.242 0.016 0.381
C 0.874 0.084 -0.405
N 0.791 1.410 0.247
C -1.191 0.823 1.456
C -0.478 1.281 0.222
C -3.327 -1.063 -0.813
O -3.908 -0.290 0.109
H 2.590 0.345 -1.637
H 2.382 -1.350 -0.951
H 3.236 1.028 0.762
H 4.267 -0.316 0.174
H 2.986 -0.619 1.241
H 0.578 -0.777 0.224
H 0.346 -0.072 -1.363
H -2.858 -0.490 -1.669
H -2.235 0.620 1.146
H -1.123 1.590 2.205
H -0.803 -0.146 1.757
H -1.155 1.704 -0.536
H -2.506 -1.735 -0.436
H -4.028 -1.768 -1.332
*
```

Calculated values
HOMO level (Eh): -0.0879
Kohn-Sham gap (eV): 5.947
LUMO energy (hartree): 0.131

---

Model iv:
The ion C6H14NO with charge -1. Source: the Open Molecules 2025 dataset; level of theory: ωB97M-V with the def2-TZVPD basis set.

Geometry as ORCA input:
```
! RIJCOSX wB97M-V def2-TZVPD def2/J DEFGRID3
* xyz -1 1
C 1.407 0.312 2.377
C 0.169 0.489 1.502
N 0.360 -0.225 0.224
C -0.146 -1.599 0.309
C -1.688 0.632 -1.072
C -0.186 0.502 -0.921
C 0.439 0.037 -2.281
O 0.243 0.934 -3.255
H 1.442 -0.633 2.917
H 2.258 0.332 1.694
H 1.535 1.095 3.126
H -0.765 0.129 1.950
H 0.070 1.549 1.279
H -1.023 -1.783 -0.314
H 0.658 -2.257 -0.034
H -0.350 -1.872 1.340
H -2.198 1.080 -0.209
H -1.803 1.247 -1.957
H -2.202 -0.314 -1.267
H 0.266 1.502 -0.899
H 0.011 -0.982 -2.521
H 1.504 -0.175 -1.990
*
```

Calculated values
HOMO level (Eh): -0.0816
Kohn-Sham gap (eV): 5.918
LUMO energy (hartree): 0.136
SMILES: CCN(C)[C@H](C)C[O-]

---

From most stable to least stable, the computed energies give model iv, model iii, model ii, model i.

---

Model i:
A cluster of 3 separate species, C4H13NO2 in total. Source: the Open Molecules 2025 dataset; level of theory: ωB97M-V with the def2-TZVPD basis set.

Geometry as ORCA input:
```
! RIJCOSX wB97M-V def2-TZVPD def2/J DEFGRID3
* xyz -1 2
C -0.419 -0.371 -1.103
N -1.699 0.142 -1.553
C -1.661 1.383 -2.340
C -0.131 1.511 -2.553
C 0.464 0.841 -1.285
H -0.412 -0.677 0.015
H -0.065 -1.267 -1.623
H -2.535 0.021 -1.002
H -1.915 1.257 -3.433
H -2.388 2.036 -1.865
H 0.218 2.528 -2.747
H 0.149 0.827 -3.450
H 1.593 0.905 -1.390
H 0.386 1.600 -0.499
H -1.449 -0.854 2.220
H -1.893 0.059 3.311
O -2.246 -0.646 2.743
H 4.062 -2.029 4.591
H 4.915 -2.107 3.412
O 4.971 -2.291 4.367
*
```

Calculated values
HOMO level (alpha / beta) (Eh): 0.0282 / -0.1957
Expectation value of S²: 0.75
Kohn-Sham gap (alpha / beta) (eV): 2.649 / 8.786
LUMO energy (alpha / beta) (hartree): 0.126 / 0.127

---

Model ii:
A cluster of 3 separate species, C4H13NO2 in total. Source: the Open Molecules 2025 dataset; level of theory: ωB97M-V with the def2-TZVPD basis set.

Geometry as ORCA input:
```
! RIJCOSX wB97M-V def2-TZVPD def2/J DEFGRID3
* xyz -1 2
C -1.375 0.277 2.439
C -0.333 0.137 1.597
N -0.380 -0.403 0.309
C 0.470 -1.502 -0.157
C 1.801 -1.060 -0.769
H -1.259 1.028 3.214
H -2.293 -0.288 2.380
H 0.663 0.280 2.011
H -1.360 -0.661 0.168
H 0.534 -2.285 0.608
H -0.109 -1.980 -0.966
H 2.095 -1.837 -1.483
H 1.712 -0.074 -1.212
H 2.552 -1.002 0.025
H 0.441 1.891 -0.422
H 0.104 3.347 -0.167
O 0.569 2.779 -0.783
H -0.685 0.826 -2.622
H -1.533 -0.112 -1.791
O -1.612 0.641 -2.380
*
```

Calculated values
HOMO level (alpha / beta) (Eh): 0.0346 / -0.1795
Expectation value of S²: 0.75
Kohn-Sham gap (alpha / beta) (eV): 2.870 / 8.482
LUMO energy (alpha / beta) (hartree): 0.140 / 0.132

---

From most stable to least stable, the computed energies give model i, model ii.

---

Model i:
The molecule C26H26N2O3. Source: the Open Molecules 2025 dataset; level of theory: ωB97M-V with the def2-TZVPD basis set.

Geometry as ORCA input:
```
! RIJCOSX wB97M-V def2-TZVPD def2/J DEFGRID3
* xyz 0 1
C -7.376 3.042 -3.215
C -6.460 2.725 -4.109
C -6.552 1.545 -5.034
O -5.295 0.992 -5.368
C -4.583 0.337 -4.410
C -4.981 0.168 -3.087
C -4.171 -0.529 -2.209
C -2.958 -1.065 -2.619
C -2.564 -0.887 -3.939
C -3.366 -0.201 -4.827
H -3.069 -0.064 -5.855
H -1.622 -1.295 -4.279
C -2.087 -1.786 -1.625
N -1.649 -0.891 -0.562
C -2.147 -1.062 0.675
O -2.958 -1.933 0.941
C -1.640 -0.132 1.782
N -0.236 -0.318 2.060
C 0.673 0.681 1.957
O 0.374 1.790 1.548
C 2.064 0.318 2.339
C 3.107 0.987 1.704
C 4.420 0.707 2.021
C 4.727 -0.245 2.992
C 3.680 -0.900 3.638
C 2.365 -0.624 3.319
H 1.576 -1.123 3.864
H 3.902 -1.615 4.417
C 6.124 -0.545 3.335
C 7.058 0.481 3.461
C 8.372 0.199 3.787
C 8.774 -1.111 3.986
C 7.854 -2.139 3.861
C 6.539 -1.858 3.542
H 5.829 -2.665 3.429
H 8.164 -3.162 4.011
H 9.801 -1.330 4.239
H 9.084 1.005 3.889
H 6.745 1.506 3.323
H 5.219 1.218 1.504
H 2.863 1.729 0.958
H 0.053 -1.235 2.359
H -2.231 -0.365 2.675
H -1.790 0.919 1.523
C -0.707 0.119 -0.979
H -1.027 0.519 -1.943
H 0.291 -0.316 -1.096
H -0.645 0.941 -0.272
H -1.204 -2.202 -2.121
H -2.648 -2.592 -1.145
H -4.485 -0.661 -1.184
H -5.911 0.581 -2.730
H -7.223 0.777 -4.628
H -6.956 1.878 -5.999
H -5.570 3.326 -4.239
H -7.281 3.912 -2.588
H -8.265 2.448 -3.076
*
```

Calculated values
HOMO level (Eh): -0.3087
Kohn-Sham gap (eV): 8.746
LUMO energy (hartree): 0.013
SMILES: C=CCOc1ccc(CN(C)C(=O)CNC(=O)c2ccc(-c3ccccc3)cc2)cc1

---

Model ii:
The molecule C26H26N2O3. Source: the Open Molecules 2025 dataset; level of theory: ωB97M-V with the def2-TZVPD basis set.

Geometry as ORCA input:
```
! RIJCOSX wB97M-V def2-TZVPD def2/J DEFGRID3
* xyz 0 1
C 1.524 2.852 -2.443
C 0.605 1.672 -2.580
C -0.388 1.360 -1.372
C -1.372 0.283 -1.821
C -2.670 0.746 -2.472
C -3.352 1.678 -1.484
O -2.455 2.620 -0.858
C -1.133 2.676 -1.112
O -0.578 3.771 -0.977
O 0.687 0.986 -3.578
H 0.971 3.768 -2.720
H 1.860 2.990 -1.416
H 2.386 2.673 -3.124
H -0.864 -0.473 -2.422
H -1.660 -0.182 -0.895
H -2.541 1.230 -3.465
H -3.346 -0.099 -2.706
H -4.130 2.301 -1.908
H -3.821 1.110 -0.679
C 3.521 -1.008 -3.207
N 2.784 -1.000 -1.959
C 2.482 0.113 -1.227
C 1.428 -0.171 -0.359
C 0.419 0.874 0.071
C -0.263 0.494 1.406
C -1.487 -0.140 1.473
N -1.903 -0.278 2.780
C -3.171 -0.845 3.196
C -0.908 0.182 3.625
C 0.156 0.687 2.801
C 1.340 1.041 3.443
C 1.390 1.011 4.844
C 0.311 0.597 5.623
C -0.874 0.139 5.015
C 1.180 -1.599 -0.450
C 2.029 -2.080 -1.484
C 1.883 -3.346 -2.024
C 0.964 -4.206 -1.419
C 0.252 -3.786 -0.286
C 0.379 -2.497 0.214
H 3.648 -2.037 -3.541
H 3.032 -0.381 -3.976
H 4.532 -0.624 -3.048
H 3.032 1.049 -1.324
H 0.871 1.905 0.195
H -2.106 -0.569 0.690
H -3.331 -0.677 4.271
H -3.978 -0.410 2.586
H -3.194 -1.927 3.010
H 2.204 1.335 2.857
H 2.283 1.344 5.366
H 0.378 0.563 6.706
H -1.738 -0.231 5.567
H 2.467 -3.642 -2.901
H 0.864 -5.225 -1.776
H -0.447 -4.463 0.176
H -0.148 -2.156 1.093
*
```

Calculated values
HOMO level (Eh): -0.2762
Kohn-Sham gap (eV): 8.022
LUMO energy (hartree): 0.019
SMILES: CC(=O)[C@]1(C(c2cn(C)c3ccccc23)c2cn(C)c3ccccc23)CCCOC1=O

---

From most stable to least stable, the computed energies give model i, model ii.